Density functional theory data (ωB97M-V with the def2-TZVPD basis set) for C4H4F3I in the gas phase at a distorted geometry.

Computed properties:
E_tot: -751.8919 hartree
Lowest unoccupied orbital energy (alpha / beta): 0.68 / -3.81 eV
⟨S²⟩: 2.005
Relative energy (zero: lowest compared OMol25 entry of this formula, charge and spin): 63.8 kJ/mol
Orbital gap (alpha / beta): 6.218 / 6.392 eV

Geometry as ORCA input:
```
! wB97M-V def2-TZVPD RIJCOSX def2/J DEFGRID3
* xyz 0 3
I -0.6363 1.1812 -2.5001
F -1.1852 -1.4665 -0.9850
F -1.3974 1.5908 0.2574
F -1.6529 -0.9878 1.0634
C -0.5200 0.8526 -0.4126
C 0.6863 -0.8100 0.3196
C 0.8738 0.7122 0.3495
C -0.7442 -0.7595 0.0702
H 1.0388 -1.2355 -0.6004
H 0.8032 1.0859 1.3466
H 0.9763 -1.3581 1.3354
H 1.7576 1.1945 -0.2440
*
```

***

Density functional theory data (ωB97M-V with the def2-TZVPD basis set) for C2H3FO2S in the gas phase at a distorted geometry.

Computed properties:
E_tot: -726.4657 hartree
Lowest unoccupied orbital energy: -0.23 eV
Relative energy (zero: lowest compared OMol25 entry of this formula, charge and spin): 174.3 kJ/mol
Orbital gap: 11.635 eV

Geometry as ORCA input:
```
! wB97M-V def2-TZVPD RIJCOSX def2/J DEFGRID3
* xyz 0 1
S 1.1696 0.2539 0.0489
F 1.4981 -1.5040 -0.1874
O 1.2424 0.8821 -1.1985
O 2.0105 0.7168 1.1151
C -0.5735 0.1044 0.6499
C -1.3827 -0.1159 -0.3854
H -2.4462 -0.3607 -0.4729
H -0.5280 0.1932 1.7654
H -0.9902 -0.1699 -1.3351
*
```

***

Density functional theory data (ωB97M-V with the def2-TZVPD basis set) for a molecular structure, C21H54NO8PdS7 at a distorted geometry.

Computed properties:
E_tot: -4403.7752 hartree
Lowest unoccupied orbital energy (alpha / beta): -1.78 / -1.85 eV
⟨S²⟩: 2.004
Relative energy (zero: lowest compared OMol25 entry of this formula, charge and spin): 56.7 kJ/mol
Orbital gap (alpha / beta): 7.560 / 7.389 eV

Geometry as ORCA input:
```
! wB97M-V def2-TZVPD RIJCOSX def2/J DEFGRID3
* xyz 1 3
Pd -0.3313 0.0251 -0.0832
S 2.5469 -1.3982 -1.4590
S 2.9001 0.3894 -4.9139
S -1.3398 -3.0447 -1.3908
S -1.3531 1.9492 -2.6110
S 0.5926 -1.6507 2.9486
S 2.4073 2.4608 0.5029
S -4.4925 -2.0047 2.0609
O -1.3428 -1.6959 -0.6204
O 1.2766 1.5514 0.0669
O -5.5194 -3.0888 2.0918
O -0.5115 0.8535 -1.9186
O 1.1228 -1.1407 -1.0077
O -1.8842 1.1665 0.9832
O 1.7174 0.0526 -4.0408
O 0.2747 -1.1332 1.5618
N 4.6417 0.6631 5.5585
C -2.1888 2.1671 1.8772
C 2.5835 0.5105 4.4897
C -0.9982 3.1857 2.0259
C -5.1187 -0.6940 3.2550
C 3.9699 0.7536 4.2792
C 1.8515 4.1496 -0.0992
C -3.1363 1.4442 -2.5468
C -4.7201 -1.1186 0.4755
C 2.3695 1.1247 -6.5748
C -1.2045 -2.6622 -3.2275
C 3.7263 2.2496 -0.8194
C -3.0409 -3.6639 -1.5644
C -3.5370 2.9375 1.6648
C 3.4965 -1.2878 -5.5187
C 3.6758 0.5571 6.5178
C 2.4161 0.4803 5.8599
C -1.0350 1.6366 -4.3678
C 2.7289 -3.1732 -1.9386
C -0.4996 -0.7868 4.1317
C -0.1486 -3.3417 3.1887
C 3.5055 -1.4678 0.1559
H -1.8591 2.0972 -4.9127
H 4.5023 3.0071 -0.9295
H -1.2177 -3.1690 3.0647
H 4.3067 -1.0184 -6.1963
H -4.4087 2.2832 1.6594
H -3.4811 1.8966 -1.6169
H 3.7723 -1.8450 -4.6234
H 1.3010 1.2713 -6.4171
H -2.3351 1.7245 2.8625
H 1.7689 -3.6686 -1.7938
H 1.3776 4.1655 -1.0807
H -1.4352 -3.4420 -3.9533
H 3.8922 0.3316 7.5516
H 2.9955 -3.1953 -2.9953
H -1.5496 -1.0519 4.0078
H -3.6946 3.4579 0.7200
H 3.4574 -3.7098 -1.3307
H 4.1813 1.2604 -0.7684
H -3.5822 -2.7883 -1.9226
H -3.4210 -3.9627 -0.5875
H -0.3738 0.2615 3.8606
H -1.0972 0.5493 -4.4131
H 2.6485 -1.7385 -6.0344
H -5.3575 -1.0893 4.2423
H -0.0014 -3.5680 4.2447
H 4.5668 -1.6549 -0.0075
H -0.9454 3.9523 1.2528
H 2.7548 2.0599 -6.9812
H 1.0997 4.5278 0.5935
H -3.7041 3.7680 2.3507
H 5.6252 0.7950 5.7468
H 2.5651 0.4757 -7.4283
H 3.2505 2.3133 -1.7980
H -1.0368 3.6684 3.0025
H -3.6991 1.8060 -3.4073
H -3.0633 -4.5523 -2.1957
H -4.3541 0.0699 3.3957
H -5.6400 -1.1437 -0.1087
H 1.4840 0.5400 6.4021
H -0.2334 -0.7775 5.1887
H -3.8719 -1.0455 -0.2051
H 3.1406 -2.2968 0.7623
H -0.1715 -2.3535 -3.3878
H -4.4642 -0.0999 0.7669
H 0.1254 -4.1805 2.5489
H -1.8592 -1.8235 -3.4643
H 1.8559 0.5756 3.6943
H 3.2015 -0.5329 0.6267
H -0.0411 2.6717 1.9367
H -3.2633 0.3792 -2.3525
H -0.1238 2.1041 -4.7409
H 2.4229 5.0743 -0.0182
H -5.9770 -0.1888 2.8120
H 4.5657 0.8542 3.3841
*
```

***

Density functional theory data (ωB97M-V with the def2-TZVPD basis set) for 7 unconnected molecules or ions with the total composition C20H27ClF2NO7 at a distorted geometry.

Computed properties:
E_tot: -2019.1114 hartree
Lowest unoccupied orbital energy (alpha / beta): 0.56 / -5.87 eV
⟨S²⟩: 0.759
Orbital gap (alpha / beta): 9.904 / 3.476 eV

Geometry as ORCA input:
```
! wB97M-V def2-TZVPD RIJCOSX def2/J DEFGRID3
* xyz 0 2
Cl -0.8239 -0.9658 -0.5331
F 4.2620 -0.8096 -3.3432
F 3.8099 5.7939 -0.4585
O -1.8084 0.9775 2.2872
O -2.0611 -1.2141 0.1602
O -0.9932 0.1631 -1.3550
O -0.6614 -4.0764 0.7386
O 0.3581 -0.9526 0.2782
O -0.5388 -2.0678 -1.3419
O -1.0297 -2.6292 4.0785
N -5.3652 0.8718 0.3076
C 3.6664 4.1357 -2.0558
C 1.1921 3.4249 -1.0284
C 0.0377 -1.7328 3.8879
C 4.0547 -2.1128 -3.0782
C 5.1178 -2.9229 -3.1752
C -1.9297 2.1192 3.0811
C -6.7529 2.7978 0.8773
C 3.1077 4.7954 -1.0465
C 1.8503 4.5873 -0.6019
C 2.8056 -2.5947 -2.7294
C -5.6825 3.6202 1.0775
C -6.5853 1.4645 0.4386
C 2.5188 -3.9388 -2.5617
C 4.8774 -4.3008 -2.9186
C 3.5733 -4.7863 -2.6973
C 3.0915 2.9394 -2.5385
C -4.4424 3.0558 0.8444
C 1.8789 2.5911 -1.9695
C 0.4875 -4.5779 1.4181
C -4.2824 1.7319 0.4164
H 2.0337 -1.8402 -2.7654
H 0.8270 -2.0756 4.5569
H -0.2827 -3.6134 -0.0123
H 4.6406 4.4826 -2.3670
H 3.5345 2.3315 -3.3135
H -3.6865 3.8264 0.8794
H 1.4330 1.6490 -2.2525
H -1.1543 1.0861 1.5931
H -7.7511 3.1533 1.0860
H -0.3781 -0.7695 4.1833
H 0.2286 -5.0242 2.3782
H -2.4035 2.8736 2.4530
H 5.6940 -4.9981 -3.0338
H 6.0031 -2.4773 -3.6043
H -1.1926 -2.8428 5.0001
H 3.3605 -5.8436 -2.6404
H 0.2350 3.0753 -0.6704
H -7.4257 0.7893 0.3743
H 0.9264 -3.5977 1.6041
H -5.8814 4.6297 1.4057
H 1.1827 -5.1400 0.7945
H 0.3494 -1.6556 2.8463
H -1.0274 2.5123 3.5494
H -2.6823 1.8633 3.8269
H 1.4740 5.1459 0.2424
H -3.3016 1.3660 0.1509
H 1.5117 -4.2936 -2.7235
*
```

***

> The lowest E_tot belongs to which entry?

C21H54NO8PdS7

***

> Among the records above, which one has the lowest E_tot?

C21H54NO8PdS7

***

Repeat the second record exactly.
Density functional theory data (ωB97M-V with the def2-TZVPD basis set) for C2H3FO2S in the gas phase at a distorted geometry.

Computed properties:
E_tot: -726.4657 hartree
Lowest unoccupied orbital energy: -0.23 eV
Relative energy (zero: lowest compared OMol25 entry of this formula, charge and spin): 174.3 kJ/mol
Orbital gap: 11.635 eV

Geometry as ORCA input:
```
! wB97M-V def2-TZVPD RIJCOSX def2/J DEFGRID3
* xyz 0 1
S 1.1696 0.2539 0.0489
F 1.4981 -1.5040 -0.1874
O 1.2424 0.8821 -1.1985
O 2.0105 0.7168 1.1151
C -0.5735 0.1044 0.6499
C -1.3827 -0.1159 -0.3854
H -2.4462 -0.3607 -0.4729
H -0.5280 0.1932 1.7654
H -0.9902 -0.1699 -1.3351
*
```

***

> Number 1 is which compound?

C4H4F3I